Below is a 2-piece molecular cluster, CH5NOS overall in a non-equilibrium geometry, with properties calculated with ωB97M-V/def2-TZVPD.

Output
Max |F| ... 4.9 eV/Å
Gap between HOMO and LUMO ... 8.2 eV
E_HOMO ... -9.07 eV
Energy above the lowest of the compared OMol25 structures with the same formula, charge and spin ... 298.3 kJ/mol
LUMO level ... -0.859 eV

Structure (XYZ):
```
9
Properties=species:S:1:pos:R:3:forces:R:3:lowdin_charge:R:1
C 0.447813 0.467311 0.927583 0.11 -1.16 -4.77 -0.287
N 1.387027 2.501579 -0.661387 0.33 0.39 -0.26 -0.458
O 0.131333 -1.819519 -1.605976 0.41 -0.07 -0.16 -0.060
S 0.123553 1.778595 -0.448521 -0.19 -0.94 0.68 0.762
H -0.159314 -0.426703 0.824239 -0.12 0.01 0.16 0.029
H 0.262394 1.015813 1.729064 -0.68 2.00 3.96 -0.041
H 1.484399 0.282866 0.728492 0.55 -0.24 0.33 0.025
H 1.026186 -1.589909 -1.905367 -0.45 -0.04 0.15 0.050
H -0.235488 -1.014823 -1.233307 0.04 0.06 -0.09 -0.020
```
Positions in Å, forces in eV/Å.

---

Below is one molecule with the formula CH5NOS3 in a non-equilibrium geometry, with properties calculated with ωB97M-V/def2-TZVPD.

Output
Max |F| ... 2.8 eV/Å
Gap between HOMO and LUMO ... 8.1 eV
E_HOMO ... -8.48 eV
Energy above the lowest of the compared OMol25 structures with the same formula, charge and spin ... 58.8 kJ/mol
LUMO level ... -0.416 eV

Structure (XYZ):
```
11
Properties=species:S:1:pos:R:3:forces:R:3:lowdin_charge:R:1
C -0.237965 1.664670 -0.228524 0.82 0.17 1.83 -0.540
N 0.376884 -1.734237 0.870788 0.51 -0.30 0.75 -0.336
O -0.875578 0.492590 0.216112 -1.40 2.24 0.68 -0.344
S -0.223983 -1.313650 -1.782129 -1.15 -0.29 -2.42 0.213
S 1.613243 1.159853 -0.205276 -1.58 -0.91 -0.43 0.518
S 1.078162 -0.989757 -0.468676 1.69 -0.87 2.06 0.210
H -0.578602 2.047790 -1.202095 0.28 -0.27 0.35 0.083
H -0.243492 2.473131 0.599335 -0.47 -1.26 -1.52 0.095
H -1.296784 0.005572 -0.511866 0.15 0.38 -0.15 -0.045
H 1.027907 -1.859450 1.651056 -0.55 0.07 -0.40 0.051
H -0.639791 -1.946512 1.061276 1.69 1.03 -0.75 0.093
```
Positions in Å, forces in eV/Å.

---

Below is a 2-piece molecular cluster, CH5NP2 overall in a non-equilibrium geometry, with properties calculated with ωB97M-V/def2-TZVPD.

Output
Max |F| ... 5.8 eV/Å
Gap between HOMO and LUMO (spin up / spin down) ... 7.4 / 6.6 eV
E_HOMO (spin up / spin down) ... -8.31 / -7.40 eV
Energy above the lowest of the compared OMol25 structures with the same formula, charge and spin ... 330.5 kJ/mol
LUMO level (spin up / spin down) ... -0.920 / -0.845 eV

Structure (XYZ):
```
9
Properties=species:S:1:pos:R:3:forces:R:3:lowdin_charge:R:1
C 0.371950 2.037637 0.750555 -2.48 0.58 -5.20 -0.034
N -0.329308 -1.568380 -0.775115 -1.53 -0.20 0.15 -0.942
P -1.849723 -1.903269 -0.545555 0.45 -1.47 -0.43 0.661
P 0.717049 -0.354862 -0.774213 2.21 -0.11 1.40 0.667
H 1.209119 2.444517 0.268792 1.08 0.55 -0.60 -0.056
H 0.538659 1.657083 1.649260 -0.03 -1.49 3.88 -0.092
H -0.611701 2.343424 0.247079 1.48 -0.69 1.45 0.018
H -1.649692 -3.341814 -0.898499 -0.70 0.93 0.21 -0.143
H 1.603647 -1.314336 0.077695 -0.47 1.89 -0.86 -0.080
```
Positions in Å, forces in eV/Å.

---

Below is a 2-piece molecular cluster, CH5NP2 overall in a non-equilibrium geometry, with properties calculated with ωB97M-V/def2-TZVPD.

Output
Max |F| ... 1.7 eV/Å
Gap between HOMO and LUMO (spin up / spin down) ... 6.8 / 8.2 eV
E_HOMO (spin up / spin down) ... -7.62 / -8.34 eV
Energy above the lowest of the compared OMol25 structures with the same formula, charge and spin ... 283.3 kJ/mol
LUMO level (spin up / spin down) ... -0.843 / -0.149 eV

Structure (XYZ):
```
9
Properties=species:S:1:pos:R:3:forces:R:3:lowdin_charge:R:1
C -0.636228 0.993399 -0.067143 0.14 -0.24 -1.66 -0.620
N -1.175141 1.915608 -0.648970 -0.11 0.22 0.45 0.047
P 0.044439 0.622900 1.500955 0.60 -0.21 0.67 0.744
P 0.803322 -1.206613 -1.798386 -0.90 0.51 -0.13 0.541
H -1.362766 1.939371 -1.642010 0.03 -0.19 -0.17 0.059
H -0.490193 -0.662516 1.551301 -0.01 -0.36 0.05 -0.117
H -0.954942 1.162345 2.323477 -0.27 0.27 0.25 -0.115
H 2.032611 -0.596521 -1.574976 0.51 0.33 0.08 -0.267
H 0.960821 -1.996823 -0.662901 0.00 -0.34 0.47 -0.272
```
Positions in Å, forces in eV/Å.

---

Below is a 2-piece molecular cluster, CH5NP2 overall in a non-equilibrium geometry, with properties calculated with ωB97M-V/def2-TZVPD.

Output
Max |F| ... 2.3 eV/Å
Gap between HOMO and LUMO (spin up / spin down) ... 6.5 / 6.5 eV
E_HOMO (spin up / spin down) ... -7.25 / -7.24 eV
Energy above the lowest of the compared OMol25 structures with the same formula, charge and spin ... 100.8 kJ/mol
LUMO level (spin up / spin down) ... -0.749 / -0.760 eV

Structure (XYZ):
```
9
Properties=species:S:1:pos:R:3:forces:R:3:lowdin_charge:R:1
C 0.349528 0.487603 0.335131 0.74 -0.98 -1.27 -0.119
N 0.451853 -2.399070 -2.244342 0.58 -1.71 0.48 -1.052
P 1.388129 -3.592096 -1.694072 0.88 -0.48 0.51 0.599
P -0.140077 -1.066965 -2.500645 -1.19 1.83 -0.86 0.765
H 1.203655 -0.247838 0.559688 -1.47 1.00 -0.30 0.046
H 0.424541 1.350122 0.988265 0.02 0.12 -0.09 0.005
H 0.407315 0.776432 -0.762927 0.28 0.08 1.47 -0.049
H 0.642264 -4.745719 -2.038967 -0.36 0.19 -0.32 -0.199
H -0.646770 0.025442 0.408423 0.51 -0.04 0.38 0.004
```
Positions in Å, forces in eV/Å.

---

Below is one molecule with the formula CH5NP2, with properties calculated with ωB97M-V/def2-TZVPD.

Output
SMILES ... [H]/P=N/PC
Max |F| ... 0.9 eV/Å
Gap between HOMO and LUMO ... 8.2 eV
E_HOMO ... -8.76 eV
Energy above the lowest of the compared OMol25 structures with the same formula, charge and spin ... 0.0 kJ/mol
LUMO level ... -0.567 eV

Structure (XYZ):
```
9
Properties=species:S:1:pos:R:3:forces:R:3:lowdin_charge:R:1
H -1.632017 1.308347 2.534997 -0.25 0.05 0.30 -0.169
P -2.112483 0.379430 1.567300 0.46 0.09 -0.10 0.684
N -0.887970 0.529174 0.600334 -0.67 0.25 0.49 -0.767
P -0.589167 -0.047377 -0.932661 0.74 -0.02 -0.37 0.647
C 1.248013 -0.174975 -0.765774 -0.25 -0.05 -0.16 -0.370
H -0.859135 -1.424586 -0.788531 -0.13 -0.25 -0.04 -0.085
H 1.662338 0.830643 -0.698390 -0.03 -0.02 -0.03 0.021
H 1.654324 -0.667416 -1.647238 0.10 -0.04 -0.05 0.017
H 1.516096 -0.733239 0.129962 0.03 0.00 -0.04 0.023
```
Positions in Å, forces in eV/Å.

---

Below is a 2-piece molecular cluster, CH5NS overall, with properties calculated with ωB97M-V/def2-TZVPD.

Output
SMILES ... C=N.S
Max |F| ... 0.5 eV/Å
Gap between HOMO and LUMO ... 10.2 eV
E_HOMO ... -9.24 eV
Energy above the lowest of the compared OMol25 structures with the same formula, charge and spin ... 26.9 kJ/mol
LUMO level ... 0.978 eV

Structure (XYZ):
```
8
Properties=species:S:1:pos:R:3:forces:R:3:lowdin_charge:R:1
C -1.237391 -0.269086 -0.449121 -0.13 0.14 0.05 -0.129
N -0.503956 -1.007750 0.266669 -0.10 0.09 -0.40 0.006
H -2.076968 -0.623534 -1.049609 0.04 -0.08 -0.04 0.066
H -1.055458 0.804587 -0.478852 0.04 0.01 0.07 0.059
H -0.781557 -1.977803 0.145826 0.00 -0.20 0.22 0.048
S 2.457260 0.783834 0.572268 -0.42 0.15 -0.12 0.454
H 1.966063 2.032820 0.687925 0.11 -0.18 -0.02 -0.228
H 1.232006 0.256930 0.304895 0.47 0.06 0.24 -0.275
```
Positions in Å, forces in eV/Å.

---

Below is a 2-piece molecular cluster, CH5O2 overall in a non-equilibrium geometry, with properties calculated with ωB97M-V/def2-TZVPD.

Output
Max |F| ... 4.8 eV/Å
Spin multiplicity ... 2
Gap between HOMO and LUMO (spin up / spin down) ... 11.5 / 7.9 eV
E_HOMO (spin up / spin down) ... -10.77 / -10.73 eV
Energy above the lowest of the compared OMol25 structures with the same formula, charge and spin ... 116.9 kJ/mol
LUMO level (spin up / spin down) ... 0.717 / -2.839 eV

Structure (XYZ):
```
8
Properties=species:S:1:pos:R:3:forces:R:3:lowdin_charge:R:1
O 0.927789 1.382951 -0.612009 -2.43 -4.11 -0.60 -0.174
H 1.466972 0.598046 -0.351664 0.46 1.34 -0.11 0.014
C -0.368902 -0.779653 0.888583 -1.29 -0.81 2.17 -0.209
O -0.728659 -0.635654 -0.427391 0.13 -0.96 1.14 -0.035
H -1.281348 -1.138114 1.580773 1.24 0.53 -1.80 0.159
H 0.384010 -1.544455 1.198051 -0.43 -0.18 -1.11 0.104
H -0.030512 0.114498 1.383739 -0.04 0.84 -0.19 0.063
H 0.081248 0.669566 -0.827201 2.36 3.34 0.50 0.078
```
Positions in Å, forces in eV/Å.

---

Below is CH5O3Yb as an isolated structure in a non-equilibrium geometry, with properties calculated with ωB97M-V/def2-TZVPD.

Output
Max |F| ... 3.7 eV/Å
Spin multiplicity ... 2
Gap between HOMO and LUMO (spin up / spin down) ... 5.1 / 7.2 eV
E_HOMO (spin up / spin down) ... -4.84 / -7.33 eV
LUMO level (spin up / spin down) ... 0.268 / -0.081 eV

Structure (XYZ):
```
10
Properties=species:S:1:pos:R:3:forces:R:3:lowdin_charge:R:1
O 1.562533 -0.926145 -0.247330 0.14 1.11 0.26 -0.596
Yb 1.032598 1.205247 0.047854 0.15 -0.82 -0.17 0.853
H 2.274846 -1.352766 0.230543 0.16 -0.17 -0.11 -0.081
O -1.034769 -0.038202 0.282453 1.03 -2.54 0.17 -0.455
O -2.222769 0.639213 -0.032973 -0.90 -0.32 0.02 -0.073
H -2.436082 0.376587 -0.940559 0.16 0.02 -0.10 0.097
C -0.951958 -1.649266 0.149992 -3.05 2.02 0.15 0.007
H -1.926950 -2.142638 0.267347 -0.69 0.97 0.36 0.068
H -0.841169 -1.789293 -0.933490 1.80 -0.35 0.84 0.087
H -0.488286 -1.937490 1.102916 1.19 0.07 -1.40 0.093
```
Positions in Å, forces in eV/Å.

---

Below is a 3-piece molecular cluster, CH5O4 overall in a non-equilibrium geometry, with properties calculated with ωB97M-V/def2-TZVPD.

Output
Net charge ... -1
Max |F| ... 2.2 eV/Å
Gap between HOMO and LUMO ... 9.2 eV
E_HOMO ... -4.79 eV
Energy above the lowest of the compared OMol25 structures with the same formula, charge and spin ... 49.9 kJ/mol
LUMO level ... 4.370 eV

Structure (XYZ):
```
10
Properties=species:S:1:pos:R:3:forces:R:3:lowdin_charge:R:1
O -0.208678 -1.199882 -0.553172 -0.18 0.20 0.41 -0.117
C -0.067407 -0.596381 0.535222 1.43 0.57 -1.55 -0.635
O 0.433592 0.545875 0.746519 -0.39 -0.22 -0.32 -0.149
H -0.300097 -1.141698 1.419932 -0.72 -0.91 1.40 0.078
H -1.384957 1.712473 2.165910 -0.25 -0.02 -0.26 0.019
H -1.414683 1.329575 0.731971 -0.49 0.39 0.71 0.014
O -2.019074 1.692683 1.432021 0.67 -0.20 -0.37 -0.125
H 1.926728 -0.247194 -1.670550 -0.31 0.17 0.20 0.008
H 1.225650 -1.419634 -2.285910 0.01 0.65 0.10 0.013
O 1.808926 -0.675815 -2.521943 0.24 -0.64 -0.31 -0.106
```
Positions in Å, forces in eV/Å.